No. 1
Here is an isolated molecule of C3H3N3S in a non-equilibrium geometry from OMol25. Energies are from the ωB97M-V functional and the def2-TZVPD basis.

ΔE to the lowest compared entry with this formula, charge and spin (kcal/mol): 52.0
Gap between HOMO and LUMO (eV): 9.1
Highest occupied orbital energy (eV): -9.52
LUMO level (eV): -0.43

The geometry in ORCA input format:
```
! RIJCOSX wB97M-V def2-TZVPD def2/J DEFGRID3
* xyz 0 1
S -0.746 -1.833 -1.068
C -0.100 -0.354 -0.260
C 0.870 0.522 -0.708
N 1.310 1.598 0.016
C 0.730 1.634 1.212
N -0.396 0.944 1.614
N -0.883 0.008 0.808
H 0.237 -2.126 -1.938
H 1.342 0.519 -1.693
H 1.133 2.276 2.194
*
```



No. 2
Here is a structure of composition C42H69GeN4OP4Tl in a non-equilibrium geometry from OMol25. Energies are from the ωB97M-V functional and the def2-TZVPD basis.

Expectation value of S²: 0.7844
Gap between HOMO and LUMO (spin up / spin down) (eV): 5.0 / 4.8
Highest occupied orbital energy (spin up / spin down) (eV): -14.82 / -14.85
LUMO level (spin up / spin down) (eV): -9.83 / -10.06

The geometry in ORCA input format:
```
! RIJCOSX wB97M-V def2-TZVPD def2/J DEFGRID3
* xyz 3 2
Tl 1.444 -2.257 0.329
C 0.906 -1.628 4.394
C 1.699 -0.377 4.017
C 1.680 0.613 5.185
P 1.119 0.313 2.367
C -0.143 1.547 2.928
N -1.092 1.936 1.917
Ge -1.316 0.850 0.288
N -0.163 2.075 -0.912
C 1.001 1.571 -1.591
P 0.811 -0.212 -2.117
C -0.287 -0.106 -3.626
C 0.088 0.921 -4.692
C -1.738 0.103 -3.180
C 2.540 -0.550 -2.761
C 3.314 0.644 -3.323
C 2.480 -1.709 -3.758
C -0.594 3.331 -1.115
C 0.180 4.336 -1.755
C -0.287 5.621 -1.849
C -1.512 5.972 -1.272
C -2.286 5.006 -0.634
C -1.869 3.694 -0.600
N -2.689 2.625 -0.072
C -3.143 2.926 1.279
C -4.351 3.545 1.554
C -4.661 3.898 2.855
C -3.762 3.609 3.877
C -2.571 2.960 3.616
C -2.245 2.589 2.304
C -3.765 2.194 -0.922
C -4.451 3.004 -1.812
C -5.533 2.511 -2.522
C -5.944 1.194 -2.331
C -5.239 0.363 -1.492
C -4.106 0.832 -0.791
N -3.326 0.048 -0.008
C -3.406 -1.369 -0.160
P -1.797 -2.234 0.209
C -1.808 -3.578 -1.100
C -2.789 -4.711 -0.802
C -0.398 -4.107 -1.373
C -2.217 -3.055 1.822
C -2.504 -1.950 2.841
C -1.098 -3.979 2.299
C 2.587 1.307 1.735
C 3.866 0.468 1.824
C 2.805 2.685 2.360
H 1.290 -2.030 5.332
H 0.995 -2.410 3.640
H -0.150 -1.403 4.548
H 2.729 -0.686 3.832
H 0.676 0.740 5.590
H 2.081 1.591 4.932
H 2.299 0.207 5.986
H 0.413 2.431 3.258
H -0.632 1.103 3.803
H 1.856 1.570 -0.906
H 1.256 2.156 -2.472
H -0.216 -1.109 -4.061
H 0.122 1.935 -4.290
H -0.677 0.909 -5.471
H 1.036 0.695 -5.174
H -1.913 1.141 -2.882
H -1.983 -0.549 -2.340
H -2.423 -0.119 -3.999
H 3.075 -0.906 -1.872
H 2.774 1.165 -4.111
H 4.246 0.285 -3.763
H 3.581 1.361 -2.546
H 1.977 -1.423 -4.681
H 1.970 -2.578 -3.334
H 3.490 -2.021 -4.025
H 1.160 4.108 -2.147
H 0.306 6.368 -2.358
H -1.868 6.991 -1.327
H -3.223 5.285 -0.173
H -5.039 3.771 0.750
H -5.585 4.417 3.067
H -3.998 3.897 4.892
H -1.888 2.769 4.431
H -4.168 4.037 -1.946
H -6.084 3.169 -3.179
H -6.821 0.826 -2.847
H -5.602 -0.639 -1.306
H -3.719 -1.656 -1.170
H -4.126 -1.777 0.557
H -2.139 -3.053 -2.002
H -2.425 -5.362 -0.008
H -2.914 -5.323 -1.697
H -3.773 -4.332 -0.524
H 0.003 -4.649 -0.514
H 0.282 -3.294 -1.642
H -0.423 -4.806 -2.210
H -3.119 -3.650 1.663
H -1.655 -1.265 2.906
H -2.679 -2.387 3.824
H -3.388 -1.368 2.575
H -0.186 -3.419 2.512
H -0.869 -4.757 1.570
H -1.400 -4.479 3.220
H 2.359 1.458 0.674
H 4.287 0.515 2.828
H 4.616 0.866 1.139
H 3.715 -0.583 1.564
H 2.912 2.630 3.441
H 2.001 3.381 2.118
H 3.731 3.108 1.966
C 6.164 -1.963 -1.577
P 5.232 -3.126 -0.555
C 5.195 -4.725 -1.395
C 6.194 -3.359 0.954
O 3.841 -2.598 -0.266
H 7.163 -2.348 -1.777
H 6.250 -1.020 -1.036
H 5.650 -1.790 -2.522
H 6.207 -5.120 -1.480
H 4.764 -4.623 -2.391
H 4.589 -5.417 -0.811
H 7.186 -3.736 0.703
H 5.692 -4.081 1.598
H 6.294 -2.412 1.483
*
```



No. 3
Here is a cluster of 2 separate species, C10H21Br2O3P in total in a non-equilibrium geometry from OMol25. Energies are from the ωB97M-V functional and the def2-TZVPD basis.

Gap between HOMO and LUMO (eV): 4.2
Highest occupied orbital energy (eV): -6.02
LUMO level (eV): -1.84

The geometry in ORCA input format:
```
! RIJCOSX wB97M-V def2-TZVPD def2/J DEFGRID3
* xyz 0 1
C 1.279 -3.336 1.597
C 0.569 -2.935 0.221
O -0.751 -2.350 0.391
C -1.121 -1.808 -0.889
C -2.341 -0.779 -0.847
P -2.101 0.704 0.289
C -3.617 0.722 1.453
Br -2.256 2.628 -0.902
C -0.593 0.623 1.403
C 0.809 0.606 0.639
C 1.597 2.010 0.700
O 0.871 3.021 -0.033
C 1.332 3.152 -1.368
C 2.181 2.070 -2.171
O 0.999 4.202 -1.980
H 0.681 -4.166 2.088
H 1.297 -2.382 2.241
H 2.379 -3.616 1.416
H 0.434 -3.843 -0.477
H 1.307 -2.237 -0.327
H -1.475 -2.699 -1.533
H -0.273 -1.324 -1.472
H -2.441 -0.357 -1.915
H -3.357 -1.262 -0.618
H -3.872 -0.360 1.715
H -3.459 1.392 2.355
H -4.483 1.137 0.820
H -0.685 -0.330 2.031
H -0.679 1.491 2.156
H 1.478 -0.136 1.210
H 0.766 0.244 -0.437
H 2.699 1.919 0.444
H 1.556 2.329 1.808
H 2.007 0.996 -1.862
H 1.850 2.147 -3.268
H 3.301 2.273 -2.172
Br 4.115 0.256 -2.707
*
```



No. 4
Here is a cluster of 3 separate species, C5H15N2O in total in a non-equilibrium geometry from OMol25. Energies are from the ωB97M-V functional and the def2-TZVPD basis.

ΔE to the lowest compared entry with this formula, charge and spin (kcal/mol): 239.1
Gap between HOMO and LUMO (eV): 3.7
Highest occupied orbital energy (eV): -13.83
LUMO level (eV): -10.11

The geometry in ORCA input format:
```
! RIJCOSX wB97M-V def2-TZVPD def2/J DEFGRID3
* xyz 1 1
C -1.876 1.218 -0.154
C -0.630 0.437 0.007
C 0.541 1.417 0.039
C 1.970 1.014 0.639
C 2.635 -1.192 0.662
N 2.486 -0.134 -0.064
N -0.493 -0.335 -1.277
H -2.769 0.516 0.107
H -1.950 2.163 0.509
H -1.997 1.459 -1.188
H -0.654 -0.372 0.756
H 0.227 2.383 0.611
H 0.769 1.696 -0.966
H 2.000 0.884 1.704
H 2.568 1.935 0.509
H 3.083 -2.056 0.261
H 2.263 -1.264 1.689
H -0.855 -2.592 0.496
H 0.177 -1.199 -1.144
H -1.437 -0.778 -1.426
H -2.298 -2.211 0.022
H -3.813 -2.234 -0.097
O -3.138 -1.551 0.048
*
```



No. 5
Here is a structure of composition C36H95BCrF16N5O22S4 in a non-equilibrium geometry from OMol25. Energies are from the ωB97M-V functional and the def2-TZVPD basis.

ΔE to the lowest compared entry with this formula, charge and spin (kcal/mol): 44.2
Expectation value of S²: 3.7699
Gap between HOMO and LUMO (spin up / spin down) (eV): 5.0 / 6.3
Highest occupied orbital energy (spin up / spin down) (eV): -8.60 / -8.60
LUMO level (spin up / spin down) (eV): -3.55 / -2.31

The geometry in ORCA input format:
```
! RIJCOSX wB97M-V def2-TZVPD def2/J DEFGRID3
* xyz 0 4
Cr -3.505 12.051 -15.220
B -3.141 14.375 -14.142
F -2.317 13.805 -15.077
F -2.454 14.639 -13.054
F -3.729 15.572 -14.551
F -4.156 13.533 -13.849
C -0.991 8.750 -14.185
F -0.735 7.631 -13.509
F -0.053 9.657 -13.934
F -0.941 8.469 -15.440
S -2.839 9.372 -13.833
O -3.562 9.319 -15.094
O -3.436 8.602 -12.764
N -2.757 11.111 -13.681
S -1.914 11.239 -12.315
O -1.274 10.066 -11.697
O -1.039 12.394 -12.403
C -3.290 11.712 -11.022
F -4.213 12.446 -11.634
F -3.933 10.531 -10.649
F -2.747 12.316 -9.947
C -2.864 8.941 -18.354
F -3.540 8.083 -17.620
F -1.556 8.810 -18.136
F -3.056 8.603 -19.593
S -3.491 10.757 -18.059
O -3.549 11.387 -19.372
O -4.738 10.627 -17.341
N -2.447 11.439 -16.744
S -1.149 11.885 -17.669
O -0.787 11.132 -18.867
O -1.259 13.312 -17.791
C 0.429 11.736 -16.522
F 0.096 12.054 -15.248
F 0.921 10.478 -16.517
F 1.370 12.546 -17.029
C 0.974 7.908 -19.176
C 0.816 6.790 -18.177
O 1.297 5.559 -18.618
H 2.022 7.944 -19.474
H 0.703 8.906 -18.831
H 0.266 7.773 -19.994
H -0.253 6.613 -18.062
H 1.216 7.163 -17.233
H 1.796 5.261 -17.854
C -7.030 11.716 -12.865
C -6.562 11.933 -14.288
O -5.395 11.260 -14.616
H -8.107 11.856 -12.769
H -6.559 12.359 -12.122
H -6.822 10.714 -12.490
H -6.475 13.019 -14.340
H -7.343 11.588 -14.966
H -5.671 10.360 -14.807
C -5.101 12.652 -22.098
C -6.463 12.674 -22.747
O -7.381 11.927 -21.920
H -4.258 13.031 -22.675
H -4.870 11.619 -21.838
H -5.099 13.090 -21.100
H -6.466 12.276 -23.762
H -6.744 13.714 -22.914
H -7.368 11.005 -22.186
C -8.010 11.087 -18.232
C -7.604 12.569 -18.449
O -7.309 13.048 -17.193
H -8.872 10.932 -17.582
H -7.207 10.454 -17.854
H -8.261 10.672 -19.208
H -8.424 13.157 -18.860
H -6.858 12.635 -19.240
H -8.123 13.099 -16.687
C 4.211 16.083 -17.173
C 2.965 15.405 -17.698
O 2.485 16.220 -18.741
H 4.955 16.246 -17.953
H 4.735 15.405 -16.499
H 4.065 16.962 -16.546
H 2.125 15.222 -17.029
H 3.265 14.421 -18.060
H 1.638 16.466 -18.360
C 3.434 8.595 -14.547
C 2.700 8.381 -13.231
O 3.571 7.825 -12.275
H 4.147 9.412 -14.432
H 2.753 8.902 -15.340
H 3.975 7.734 -14.939
H 1.857 7.713 -13.408
H 2.299 9.308 -12.821
H 3.046 7.514 -11.534
C -5.124 15.656 -17.215
C -4.371 14.362 -17.405
O -4.685 13.292 -16.514
H -4.768 16.391 -17.936
H -5.099 16.146 -16.241
H -6.148 15.529 -17.564
H -3.307 14.579 -17.308
H -4.515 14.028 -18.433
H -5.604 13.146 -16.748
C 3.626 13.820 -12.745
C 2.720 12.578 -12.983
O 2.909 11.778 -11.885
H 3.424 14.411 -13.638
H 4.678 13.558 -12.628
H 3.334 14.340 -11.832
H 2.869 12.127 -13.964
H 1.680 12.895 -13.057
H 2.395 12.063 -11.126
C 3.838 10.538 -19.039
C 4.224 10.277 -17.582
O 5.636 10.243 -17.500
H 2.753 10.641 -19.070
H 4.031 9.635 -19.617
H 4.350 11.382 -19.501
H 3.866 9.292 -17.282
H 3.795 11.027 -16.917
H 5.948 10.255 -16.593
C -6.588 5.114 -14.217
C -5.317 5.889 -14.671
C -4.068 4.984 -14.774
O -2.917 5.844 -14.965
C -1.720 5.206 -15.355
N -5.632 6.437 -15.998
H -6.929 4.316 -14.877
H -7.473 5.718 -14.020
H -6.361 4.648 -13.258
H -5.194 6.634 -13.885
H -4.211 4.322 -15.628
H -3.993 4.412 -13.849
H -1.068 5.918 -15.862
H -1.840 4.322 -15.981
H -1.219 4.783 -14.485
H -4.756 6.864 -16.264
H -5.815 5.649 -16.602
C -6.740 8.503 -20.699
C -6.171 8.594 -22.100
C -5.964 7.220 -22.814
O -4.899 6.462 -22.159
C -3.659 6.785 -22.663
N -7.126 9.364 -22.854
H -7.770 8.163 -20.591
H -6.655 9.466 -20.196
H -6.234 7.835 -20.002
H -5.261 9.193 -22.105
H -5.724 7.266 -23.876
H -6.892 6.655 -22.722
H -3.567 6.730 -23.748
H -2.955 6.057 -22.261
H -3.481 7.840 -22.452
H -7.912 8.760 -23.046
H -6.722 9.556 -23.760
C -0.442 18.633 -18.363
C -1.133 17.222 -18.539
C -1.764 17.043 -19.960
O -2.516 15.850 -20.075
C -2.638 15.382 -21.418
N -0.238 16.182 -18.115
H -0.057 18.704 -17.345
H -1.223 19.391 -18.411
H 0.426 18.753 -19.011
H -1.959 17.121 -17.835
H -0.900 17.203 -20.605
H -2.481 17.818 -20.230
H -3.057 14.389 -21.257
H -1.649 15.350 -21.875
H -3.284 15.944 -22.094
H -0.549 15.279 -18.445
H -0.292 16.159 -17.107
C 0.663 15.555 -14.378
O -0.304 15.878 -15.267
H 0.719 16.334 -13.617
H 0.452 14.636 -13.831
H 1.592 15.443 -14.937
H -1.115 15.640 -14.813
C -1.350 11.375 -22.247
O -0.426 12.120 -23.045
H -2.211 11.042 -22.826
H -0.836 10.529 -21.790
H -1.711 12.092 -21.510
H 0.324 12.326 -22.482
*
```



No. 6
Here is a structure of composition C4H7N in a non-equilibrium geometry from OMol25. Energies are from the ωB97M-V functional and the def2-TZVPD basis.

ΔE to the lowest compared entry with this formula, charge and spin (kcal/mol): 139.7
Gap between HOMO and LUMO (eV): 7.5
Highest occupied orbital energy (eV): -7.42
LUMO level (eV): 0.11

The geometry in ORCA input format:
```
! RIJCOSX wB97M-V def2-TZVPD def2/J DEFGRID3
* xyz 0 1
C -0.798 1.278 0.135
C -0.442 -0.156 0.635
C 0.724 -0.633 1.333
C 0.488 -0.883 -1.345
N -0.368 -1.168 -0.171
H 0.173 1.756 0.160
H -1.491 1.775 0.818
H -1.160 1.247 -0.917
H 1.681 -0.164 1.188
H 0.665 -1.364 2.083
H 0.438 -1.680 -2.027
H 0.090 -0.007 -1.891
*
```



No. 7
Here is an isolated molecule of C22H35N3S from OMol25. Energies are from the ωB97M-V functional and the def2-TZVPD basis.

ΔE to the lowest compared entry with this formula, charge and spin (kcal/mol): 0.0
Gap between HOMO and LUMO (eV): 8.6
Highest occupied orbital energy (eV): -7.85
LUMO level (eV): 0.72

The geometry in ORCA input format:
```
! RIJCOSX wB97M-V def2-TZVPD def2/J DEFGRID3
* xyz 0 1
C 0.632 4.620 2.946
C 0.040 3.245 2.991
C 0.525 2.300 3.885
C 0.015 1.017 3.926
C -1.012 0.648 3.060
N -1.492 -0.663 3.115
C -1.937 -1.481 2.119
S -2.442 -3.002 2.543
N -1.951 -1.017 0.858
C -2.202 -1.853 -0.286
C -0.898 -2.333 -0.956
N -0.140 -1.237 -1.526
C 1.062 -0.723 -0.856
C 1.476 -1.404 0.449
C 2.772 -0.783 0.969
C 2.617 0.715 1.199
C 2.182 1.406 -0.089
C 0.888 0.785 -0.604
C 0.019 -1.269 -2.970
C 0.850 -2.462 -3.511
C 0.182 -2.848 -4.827
C -1.301 -2.625 -4.546
C -1.321 -1.325 -3.739
C -1.540 1.609 2.201
C -1.018 2.893 2.150
C -1.595 3.890 1.193
H 1.004 4.845 1.947
H 1.455 4.707 3.650
H -0.118 5.370 3.195
H 1.328 2.568 4.557
H 0.415 0.293 4.620
H -1.390 -1.138 4.002
H -1.404 -0.192 0.652
H -2.799 -1.275 -0.995
H -2.774 -2.720 0.052
H -1.181 -3.035 -1.742
H -0.332 -2.894 -0.209
H 1.914 -0.843 -1.542
H 0.700 -1.294 1.207
H 1.647 -2.470 0.282
H 3.057 -1.274 1.902
H 3.571 -0.958 0.243
H 3.562 1.136 1.548
H 1.867 0.890 1.973
H 2.035 2.472 0.093
H 2.964 1.298 -0.844
H 0.103 0.952 0.136
H 0.577 1.271 -1.530
H 0.525 -0.336 -3.234
H 1.900 -2.203 -3.643
H 0.795 -3.294 -2.807
H 0.405 -3.872 -5.124
H 0.513 -2.178 -5.623
H -1.893 -2.553 -5.457
H -1.693 -3.452 -3.953
H -2.172 -1.272 -3.066
H -1.382 -0.474 -4.418
H -2.398 1.369 1.590
H -2.429 3.463 0.642
H -1.946 4.774 1.725
H -0.838 4.214 0.479
*
```



Number 1: total energy -18462.82771 eV. Number 2: total energy -151024.70182 eV. Number 3: total energy -166223.16245 eV. Number 4: total energy -10440.19443 eV. Number 5: total energy -207282.47595 eV. Number 6: total energy -5745.35920 eV. Number 7: total energy -38688.92225 eV.